*w*
C5H6FN | wB97M-V/def2-TZVPD

Each atom is followed by the atoms it is bonded to, with distances in Å.
Positions of all 13 atoms, in Å:
1 C -0.85 -0.74 -0.04  C2 1.548, H8 1.089, H9 1.089, N12 1.410
2 C 0.41 0.16 -0.02  C1 1.548, C3 1.349, C4 1.397
3 C 0.27 1.50 -0.02  C2 1.349, H10 1.064, F13 1.331
4 C 1.64 -0.51 -0.04  C2 1.397, C5 1.210
5 C 2.71 -1.07 -0.01  C4 1.210, H11 1.106
6 H -2.48 0.10 0.88  N12 1.033
7 H -2.18 0.72 -0.69  N12 0.996
8 H -0.99 -1.45 0.78  C1 1.089
9 H -0.73 -1.35 -0.93  C1 1.089
10 H -0.66 2.00 0.08  C3 1.064
11 H 3.65 -1.65 0.07  C5 1.106
12 N -2.08 -0.05 -0.06  C1 1.410, H6 1.033, H7 0.996
13 F 1.29 2.35 -0.01  C3 1.331

Gap between HOMO and LUMO (eV): 9.9
SMILES: C#C/C(=C\F)CN
E_HOMO (eV): -9.0

=====

*x*
C5H6FN | wB97M-V/def2-TZVPD

Each atom is followed by the atoms it is bonded to, with distances in Å.
Positions of all 13 atoms, in Å:
1 C 0.67 1.00 0.42  C2 1.622, C3 1.592, H6 1.189, F13 1.423
2 C 1.42 0.13 -0.72  C1 1.622, H7 1.112, H8 1.094, N12 1.473
3 C -0.15 -0.26 0.94  C1 1.592, C4 1.515, H10 1.240, N12 1.573
4 C -1.49 -0.09 0.25  C3 1.515, C5 1.234
5 C -2.54 -0.18 -0.39  C4 1.234, H11 1.193
6 H 1.22 1.49 1.35  C1 1.189
7 H 0.98 0.42 -1.70  C2 1.112
8 H 2.51 0.03 -0.71  C2 1.094
9 H 0.62 -1.98 -0.51  N12 1.096
10 H 0.02 -0.82 2.03  C3 1.240
11 H -3.61 -0.41 -0.86  C5 1.193
12 N 0.84 -1.03 -0.01  C2 1.473, C3 1.573, H9 1.096
13 F -0.47 1.68 -0.10  C1 1.423

Gap between HOMO and LUMO (eV): 10.0
SMILES: C#C[C@H]1NC[C@H]1F
E_HOMO (eV): -8.9

=====

Relative energies, unit kcal/mol: *w* 0.0; *x* 66.4

=====

*w*
C3H11N2S | wB97M-V/def2-TZVPD

Each atom is followed by the atoms it is bonded to, with distances in Å.
Positions of all 17 atoms, in Å:
1 C -0.40 1.24 -1.07  N5 1.509, H7 1.149, H8 1.077, H9 1.085
2 C -1.63 -0.03 0.56  N5 1.530, H10 1.039, H11 1.135, H12 1.100
3 C 0.82 -0.45 0.19  N4 1.396, N5 1.427, S6 1.824
4 N 0.80 -1.64 -0.55  C3 1.396, H14 0.994, H15 1.058
5 N -0.24 0.51 0.23  C1 1.509, C2 1.530, C3 1.427, H16 1.048
6 S 2.39 0.47 0.01  C3 1.824, H17 1.338
7 H 0.60 1.15 -1.63  C1 1.149
8 H -1.07 0.80 -1.79  C1 1.077
9 H -0.90 2.18 -0.85  C1 1.085
10 H -1.75 -0.66 1.38  C2 1.039
11 H -2.28 0.88 0.78  C2 1.135
12 H -1.76 -0.56 -0.39  C2 1.100
13 H 0.80 -1.04 2.41  no bonds
14 H 0.01 -2.21 -0.76  N4 0.994
15 H 1.74 -2.06 -0.77  N4 1.058
16 H 0.11 1.16 0.97  N5 1.048
17 H 2.78 0.26 1.28  S6 1.338

Net charge: +1
Gap between HOMO and LUMO (alpha / beta) (eV): 7.8 / 9.6
E_HOMO (alpha / beta) (eV): -12.3 / -13.8

=====

*x*
C3H11N2S | wB97M-V/def2-TZVPD

Each atom is followed by the atoms it is bonded to, with distances in Å.
Positions of all 17 atoms, in Å:
1 C 0.40 1.94 -1.27  C2 1.493, H4 1.117, H5 1.062, H6 1.105
2 C 0.30 0.91 -2.35  C1 1.493, S3 1.922, H7 1.137, H8 1.143
3 S 0.80 -0.94 -2.18  C2 1.922, H9 1.359
4 H 0.44 3.01 -1.60  C1 1.117
5 H 1.29 1.84 -0.70  C1 1.062
6 H -0.52 1.99 -0.66  C1 1.105
7 H -0.74 0.57 -2.62  C2 1.137
8 H 0.67 1.24 -3.38  C2 1.143
9 H 2.15 -0.83 -2.13  S3 1.359
10 N -0.56 -1.65 1.06  C11 1.306, H13 0.995, H14 0.992
11 C -1.01 -1.29 2.23  N10 1.306, N12 1.359, H15 1.135
12 N -0.37 -0.53 3.15  C11 1.359, H16 1.039, H17 0.970
13 H 0.35 -1.50 0.70  N10 0.995
14 H -1.13 -2.09 0.38  N10 0.992
15 H -2.12 -1.49 2.38  C11 1.135
16 H -0.47 -0.86 4.13  N12 1.039
17 H 0.53 -0.33 2.84  N12 0.970

Net charge: +1
Gap between HOMO and LUMO (eV): 8.3
E_HOMO (eV): -12.6

=====

*y*
C3H11N2S | wB97M-V/def2-TZVPD

Each atom is followed by the atoms it is bonded to, with distances in Å.
Positions of all 17 atoms, in Å:
1 C 0.46 1.91 0.38  C3 1.539, H7 1.071, H8 1.029, H9 1.069
2 C -1.01 -0.32 0.70  C3 1.575, N5 1.540, H10 1.143, H11 1.132
3 C -0.13 0.62 -0.21  C1 1.539, C2 1.575, N4 1.324
4 N -0.39 0.42 -1.50  C3 1.324, H12 1.046, H13 1.042
5 N -1.27 -1.58 -0.15  C2 1.540, H14 1.047, H15 1.075
6 S 2.14 -0.59 -0.04  H16 1.300, H17 1.436
7 H 1.14 2.41 -0.27  C1 1.071
8 H 0.95 1.40 1.13  C1 1.029
9 H -0.41 2.44 0.70  C1 1.069
10 H -1.95 0.32 0.85  C2 1.143
11 H -0.62 -0.46 1.76  C2 1.132
12 H -0.77 -0.55 -1.51  N4 1.046
13 H 0.03 0.92 -2.31  N4 1.042
14 H -1.94 -2.12 0.44  N5 1.047
15 H -0.29 -2.02 -0.19  N5 1.075
16 H 2.00 -1.11 1.15  S6 1.300
17 H 2.05 -1.71 -0.93  S6 1.436

Net charge: +1
Gap between HOMO and LUMO (eV): 10.3
E_HOMO (eV): -14.2

=====

Relative energies, unit kcal/mol: *w* 103.6; *x* 0.0; *y* 19.0